{
  "formula": "C35H29BaBrN5O10P",
  "method": "ωB97M-V/def2-TZVPD",
  "elements": ["Ba", "O", "C", "O", "C", "C", "C", "C", "C", "N", "C", "O", "O", "H", "H", "H", "H", "H", "Br", "C", "C", "C", "C", "C", "C", "N", "N", "C", "C", "C", "C", "O", "C", "N", "C", "C", "C", "C", "H", "H", "H", "H", "H", "H", "H", "H", "H", "O", "C", "O", "C", "C", "C", "C", "C", "C", "C", "C", "C", "N", "H", "H", "H", "H", "H", "H", "C", "O", "P", "O", "C", "O", "C", "H", "H", "H", "H", "H", "H", "H", "H", "H"],
  "xyz": [[-0.667360, 0.400675, -0.418249], [2.687529, -0.536683, 3.256272], [1.551997, -0.927004, 2.652044], [0.457703, -0.679702, 3.070937], [1.833705, -1.724628, 1.410893], [2.975079, -2.522929, 1.317230], [3.203595, -3.218169, 0.147738], [2.311719, -3.071310, -0.901166], [1.193546, -2.272588, -0.716319], [0.939004, -1.649409, 0.439506], [0.181895, -2.107892, -1.847809], [0.597008, -2.354836, -3.088807], [-0.961868, -1.800244, -1.619341], [2.413055, -0.009352, 4.022673], [3.661878, -2.569843, 2.149339], [4.073603, -3.852583, 0.048502], [2.475704, -3.572830, -1.844214], [1.474515, -1.937553, -3.250989], [-0.322275, 6.074036, -5.360105], [-0.348171, 6.747619, -3.586703], [-1.269183, 7.716212, -3.236467], [-1.292023, 8.182644, -1.929852], [-0.429903, 7.651001, -0.980305], [0.532861, 6.714311, -1.361940], [0.572356, 6.262026, -2.666775], [-0.497022, 8.227361, 0.333947], [-0.413992, 7.545946, 1.375059], [-0.408593, 6.126186, 1.343749], [0.510526, 5.487343, 2.145862], [0.717550, 4.110165, 2.067892], [-0.013606, 3.310510, 1.182704], [0.126903, 2.040414, 1.096046], [-1.041183, 3.972347, 0.383862], [-1.775183, 3.207972, -0.465646], [-2.801031, 3.755005, -1.071263], [-3.213310, 5.084925, -0.865652], [-2.449330, 5.884720, -0.066673], [-1.285252, 5.356322, 0.533886], [-1.957655, 8.105945, -3.973588], [-1.994970, 8.950874, -1.635837], [1.241082, 6.327685, -0.642046], [1.307749, 5.528507, -2.968180], [1.120766, 6.091211, 2.807300], [1.469201, 3.632577, 2.682407], [-3.356965, 3.128490, -1.761026], [-4.114700, 5.443315, -1.343263], [-2.732462, 6.910567, 0.136575], [2.388333, -0.156605, -3.511926], [1.565356, 0.493485, -2.848732], [1.446378, 0.512197, -1.597858], [0.445215, 1.176067, -3.652265], [0.723146, 1.690623, -4.940954], [-0.315912, 2.096815, -5.720964], [-1.643618, 1.927660, -5.258625], [-2.777448, 2.240321, -6.039245], [-4.037513, 2.015595, -5.555326], [-4.212097, 1.465913, -4.270450], [-3.128938, 1.164907, -3.489815], [-1.820417, 1.395302, -3.963241], [-0.764242, 1.074580, -3.160508], [1.749809, 1.742419, -5.271962], [-0.144382, 2.519800, -6.703660], [-2.631814, 2.650406, -7.031316], [-4.903097, 2.251554, -6.160172], [-5.212560, 1.280071, -3.900353], [-3.269795, 0.736530, -2.504151], [-3.972956, -2.268413, 3.620233], [-4.055221, -1.075887, 2.828792], [-2.787014, -0.844500, 1.815293], [-3.175931, -1.719863, 0.509354], [-4.479311, -1.629400, -0.086632], [-3.241603, 0.616900, 1.225641], [-3.212769, 1.711503, 2.166857], [-4.935567, -2.394467, 4.109303], [-3.189192, -2.179168, 4.374180], [-3.777286, -3.144628, 2.998078], [-4.746891, -2.624456, -0.435406], [-4.445863, -0.948455, -0.937118], [-5.217851, -1.276130, 0.631761], [-3.555295, 2.593536, 1.632702], [-2.193057, 1.879431, 2.521825], [-3.878219, 1.502219, 3.003678]],
  "forces_ev_per_angstrom": [[-1.69, 1.30, 0.67], [-0.05, -0.01, 0.02], [-0.15, 0.01, 0.08], [0.03, 0.02, -0.11], [0.27, -0.39, -0.18], [-0.04, 0.27, 0.12], [0.00, 0.00, 0.06], [-0.06, 0.02, -0.12], [0.21, -0.28, -0.07], [0.04, -0.26, -0.42], [0.37, -0.28, 0.14], [0.16, 0.21, 0.19], [-0.12, -1.07, -0.40], [0.07, -0.01, 0.01], [0.02, 0.00, -0.01], [0.00, 0.00, -0.02], [-0.02, 0.00, 0.00], [0.05, 0.03, -0.03], [-0.01, 0.01, -0.01], [0.07, -0.07, 0.02], [-0.03, 0.01, -0.02], [0.07, -0.10, -0.05], [0.11, 0.10, 0.02], [-0.06, 0.15, -0.01], [-0.03, 0.00, -0.09], [0.10, -0.07, 0.18], [-0.04, 0.13, -0.11], [0.04, 0.10, 0.07], [0.00, -0.01, -0.14], [-0.05, 0.05, -0.11], [-0.08, 0.07, 0.12], [0.41, 0.60, 0.66], [0.04, 0.31, 0.11], [-0.06, -0.21, 0.18], [-0.04, 0.01, -0.17], [0.08, -0.06, 0.03], [-0.07, -0.07, -0.01], [-0.03, -0.21, 0.12], [0.00, 0.00, 0.01], [0.00, 0.01, 0.04], [-0.02, 0.00, 0.03], [-0.01, -0.01, 0.00], [-0.01, 0.03, -0.01], [-0.03, -0.02, 0.01], [0.01, -0.02, 0.02], [0.00, 0.04, 0.01], [0.00, -0.05, -0.07], [-0.10, -0.02, 0.01], [-0.16, -0.18, -0.38], [0.69, 0.07, -0.26], [0.32, -0.20, -0.21], [-0.12, 0.10, -0.05], [0.14, -0.01, 0.05], [0.05, -0.02, 0.11], [-0.14, 0.01, 0.00], [0.11, 0.05, -0.11], [0.04, -0.03, 0.12], [-0.23, 0.02, -0.02], [0.01, 0.14, -0.01], [0.13, -0.12, -0.21], [0.01, -0.04, 0.00], [-0.01, 0.00, -0.01], [0.00, 0.01, 0.01], [0.01, 0.00, 0.00], [0.01, 0.00, 0.00], [0.07, -0.01, 0.01], [-0.04, 0.04, 0.05], [0.07, -0.06, -0.16], [-0.11, -0.18, 0.15], [-0.14, 0.11, 0.12], [0.01, -0.02, -0.12], [-0.14, -0.03, 0.25], [0.05, 0.06, -0.08], [0.01, 0.03, 0.01], [0.00, 0.00, -0.01], [-0.01, 0.01, 0.00], [0.01, 0.01, 0.00], [0.00, 0.00, 0.02], [0.01, -0.01, -0.01], [0.01, -0.01, -0.01], [-0.01, -0.01, 0.00], [0.00, 0.00, -0.02]],
  "mulliken_charge": [1.647, -0.488, 0.231, -0.493, 0.204, -0.568, -0.585, -0.514, 1.063, 0.163, -0.180, -0.554, -0.547, 0.365, 0.496, 0.456, 0.524, 0.365, -0.186, 0.127, -0.583, -0.271, 0.040, -0.081, -0.439, -0.490, -0.528, -0.130, -0.474, -1.110, -0.131, -0.249, 0.074, 1.232, -0.404, -1.289, -0.403, 0.587, 0.425, 0.449, 0.448, 0.480, 0.406, 0.433, 0.341, 0.456, 0.658, -0.805, -0.216, -0.736, 1.130, -0.877, -0.817, 1.026, -0.814, -0.727, -0.168, -0.311, -0.429, 0.484, 0.520, 0.474, 0.405, 0.393, 0.428, 0.180, -0.720, -0.381, 0.285, -0.200, -0.510, -0.078, -0.847, 0.249, 0.293, 0.310, 0.253, 0.033, 0.356, 0.142, 0.301, 0.403],
  "orbital_gap_ev": 6.3816,
  "homo_energy_ev": -6.8578,
  "de_lowest_kcal_mol": 30.1,
  "total_charge": 0
}